Record 1
A cluster of 9 separate species, C44H113N7O16 in total at a distorted geometry, computed with wB97M-V/def2-TZVPD.

```
180
Properties=species:S:1:pos:R:3:mulliken_charge:R:1
C -3.195 -1.567 -4.547 -0.516
O -3.553 -0.585 -3.550 -0.344
H -2.124 -1.863 -4.373 -0.001
H -3.826 -2.488 -4.422 0.296
H -3.322 -1.175 -5.570 0.278
H -3.349 -0.929 -2.644 0.305
C -2.341 -1.065 0.476 -0.337
O -2.540 -0.699 -0.906 -0.389
H -1.429 -1.659 0.639 -0.184
H -2.300 -0.158 1.106 0.313
H -3.210 -1.663 0.840 0.262
H -3.083 0.114 -1.003 0.126
C -0.672 5.565 -8.242 -0.683
O -0.321 4.635 -7.167 -0.324
C -1.370 3.722 -6.863 -0.761
C -1.066 2.867 -5.636 -0.112
N -0.183 1.770 -5.776 -0.231
C -0.139 0.978 -4.504 1.179
C 0.657 -0.310 -4.752 -0.237
O 1.954 0.137 -5.160 -0.366
C 3.049 -0.661 -5.020 -0.385
H 0.247 6.071 -8.510 0.251
H -1.473 6.226 -7.809 0.258
H -1.205 5.034 -9.088 0.278
H -1.574 3.054 -7.618 0.471
H -2.291 4.403 -6.646 0.231
H -1.998 2.375 -5.320 0.076
H -0.709 3.507 -4.801 0.267
H 0.736 2.055 -6.238 0.306
H -1.169 0.760 -4.201 -0.535
H 0.420 1.478 -3.675 -0.636
H 0.276 -0.850 -5.591 0.611
H 0.627 -0.838 -3.820 -0.269
H 3.473 -0.691 -4.035 -0.125
H 3.779 -0.330 -5.757 0.257
H 2.768 -1.693 -5.280 0.323
C 6.560 0.587 1.352 -0.954
O 5.900 0.661 0.119 -0.009
C 6.329 1.747 -0.654 -0.868
C 5.308 2.094 -1.680 -0.817
N 3.989 2.203 -1.159 -0.008
C 2.962 2.255 -2.162 -0.776
C 1.599 2.127 -1.449 0.161
O 1.526 0.810 -0.964 0.054
C 0.280 0.659 -0.183 -0.485
H 6.378 -0.309 1.943 0.236
H 6.464 1.530 1.919 0.286
H 7.668 0.505 1.113 0.362
H 7.263 1.503 -1.172 0.397
H 6.599 2.602 -0.081 0.589
H 5.384 1.382 -2.514 0.286
H 5.509 3.097 -2.062 0.320
H 3.918 1.461 -0.442 0.226
H 3.086 1.491 -2.910 0.080
H 3.052 3.235 -2.580 0.520
H 0.732 2.372 -2.083 0.006
H 1.604 2.866 -0.583 -0.090
H 0.264 -0.390 0.165 -0.207
H -0.476 0.702 -0.890 0.211
H 0.153 1.399 0.574 0.522
C 3.390 4.245 1.673 -0.813
O 2.541 3.229 2.177 0.082
C 3.024 2.612 3.429 -1.205
C 1.734 2.416 4.144 0.468
N 1.125 3.734 4.467 -0.443
C -0.282 3.641 4.810 -0.607
C -1.148 3.301 3.673 -0.575
O -1.055 4.336 2.682 -0.353
C -2.168 4.368 1.875 -0.913
H 3.527 4.992 2.491 0.480
H 2.989 4.698 0.742 0.195
H 4.394 3.811 1.345 0.103
H 3.680 3.310 3.890 0.504
H 3.616 1.727 3.270 0.323
H 1.774 1.869 5.145 0.142
H 1.026 1.856 3.554 -0.120
H 1.093 4.307 3.610 0.324
H -0.589 4.654 5.161 0.394
H -0.426 2.808 5.529 0.091
H -2.150 3.253 4.089 0.565
H -0.919 2.447 3.126 0.301
H -2.246 5.224 1.266 0.441
H -3.115 4.333 2.497 0.386
H -2.315 3.526 1.110 0.250
C 6.535 -4.485 -0.270 -0.829
O 5.315 -3.923 -0.714 -0.307
C 5.405 -2.606 -1.250 -0.457
C 4.095 -2.084 -1.378 0.651
N 3.192 -3.059 -2.075 -0.307
C 1.820 -2.808 -1.815 2.044
C 1.082 -3.695 -2.882 -1.199
O 0.893 -5.048 -2.490 -0.199
C 0.525 -5.800 -3.640 -0.797
H 6.840 -4.243 0.743 0.269
H 7.370 -4.271 -0.987 0.319
H 6.302 -5.552 -0.339 0.266
H 5.950 -2.620 -2.200 0.344
H 6.105 -2.046 -0.515 0.107
H 4.167 -1.176 -2.009 -0.635
H 3.844 -1.755 -0.332 -0.039
H 3.450 -3.925 -1.684 0.422
H 1.524 -1.775 -1.955 -0.759
H 1.459 -3.168 -0.826 -0.545
H 1.667 -3.680 -3.802 0.477
H 0.120 -3.271 -3.068 0.427
H -0.500 -5.532 -3.965 0.319
H 0.531 -6.885 -3.361 0.251
H 1.192 -5.602 -4.551 0.281
C -4.786 -4.683 1.001 -0.875
O -3.463 -5.146 1.205 -0.102
C -3.073 -5.865 0.085 -0.443
C -1.672 -6.475 0.274 -1.034
N -0.572 -5.570 0.430 0.398
C 0.080 -5.618 1.719 -0.809
C 0.868 -4.343 2.110 -0.211
O 1.142 -4.548 3.508 -0.448
C 2.130 -3.626 4.012 -0.662
H -5.099 -3.922 1.725 0.261
H -5.476 -5.542 1.026 0.338
H -4.898 -4.226 -0.019 0.320
H -2.937 -5.225 -0.807 0.268
H -3.740 -6.718 -0.268 0.317
H -1.564 -7.183 -0.552 0.484
H -1.772 -7.221 1.097 0.346
H 0.131 -5.696 -0.305 -0.032
H 0.709 -6.458 1.949 0.228
H -0.721 -5.628 2.476 0.313
H 0.274 -3.482 1.951 -0.066
H 1.795 -4.176 1.620 0.626
H 3.046 -3.528 3.396 0.266
H 2.290 -4.058 4.981 0.298
H 1.783 -2.631 4.130 0.217
C -2.483 -3.550 3.896 -0.314
O -2.747 -2.320 4.676 -0.502
C -1.546 -1.794 5.215 0.212
C -2.013 -0.823 6.347 -1.198
N -0.939 -0.176 7.091 -0.147
C 0.095 -1.002 7.582 -0.028
C 0.960 -0.164 8.507 -1.026
O 1.713 0.760 7.787 -0.274
C 1.844 2.075 8.287 -0.764
H -1.778 -3.301 3.103 -0.028
H -3.451 -3.813 3.561 0.189
H -2.062 -4.339 4.534 0.430
H -0.965 -1.263 4.488 0.170
H -0.947 -2.645 5.598 0.274
H -2.661 -1.415 6.993 0.319
H -2.618 -0.017 5.901 0.341
H -0.497 0.629 6.651 0.230
H 0.841 -1.383 6.820 -0.065
H -0.273 -1.899 8.104 0.468
H 1.613 -0.732 9.258 0.373
H 0.333 0.327 9.178 0.482
H 0.865 2.575 8.516 0.324
H 2.313 2.602 7.498 0.225
H 2.346 2.112 9.245 0.367
C -8.642 2.495 -0.762 -0.692
O -7.580 2.056 0.132 -0.397
C -6.534 1.329 -0.555 -0.635
C -5.361 2.302 -0.904 -0.408
N -4.319 1.697 -1.713 -0.135
C -3.122 2.497 -1.952 1.877
C -3.389 3.786 -2.572 -0.832
O -2.243 4.479 -3.039 -0.180
C -2.605 5.657 -3.735 -1.018
H -9.531 1.848 -0.706 0.276
H -8.351 2.613 -1.827 0.307
H -8.945 3.497 -0.402 0.257
H -6.915 0.751 -1.438 0.377
H -6.227 0.479 0.075 0.236
H -4.987 2.684 0.080 0.112
H -5.776 3.122 -1.413 0.395
H -4.751 1.507 -2.630 0.283
H -2.433 1.907 -2.617 -0.985
H -2.533 2.638 -1.046 -0.553
H -3.995 4.468 -1.896 0.330
H -3.983 3.577 -3.440 0.475
H -3.406 5.477 -4.522 0.325
H -1.757 6.096 -4.174 0.297
H -3.011 6.363 -3.061 0.411
```

## Properties
Multiplicity = 1
Total charge = 0
DFT total energy = -3330.8545 Eh
Frontier orbital gap = 0.319 Eh
Relative energy (zero: lowest compared OMol25 entry of this formula, charge and spin) = 162.6 kcal/mol
E_HOMO = -8.11 eV
LUMO level = 0.57 eV
SMILES string = COCCNCCOC.COCCNCCOC.COCCNCCOC.COCCNCCOC.COCCNCCOC.COCCNCCOC.COCCNCCOC.CO.CO
M = 996.42 Da

Record 2
A structure of composition C4H7NS2 at a distorted geometry, computed with wB97M-V/def2-TZVPD.

```
14
Properties=species:S:1:pos:R:3:mulliken_charge:R:1
C 2.612 -1.306 -0.687 -0.197
C 3.747 -0.799 -0.148 -0.086
C -1.515 0.922 0.683 -0.682
C -0.909 1.204 -0.605 -0.825
N 1.429 -0.740 -0.563 -0.226
S 3.788 0.763 0.391 -0.302
S 1.332 0.802 -0.203 0.050
H 2.487 -2.301 -0.924 0.397
H 4.667 -1.398 -0.137 0.289
H -2.366 1.692 0.747 0.245
H -1.923 -0.161 0.645 0.218
H -0.740 1.189 1.287 0.334
H -0.675 2.197 -0.818 0.391
H -1.228 0.808 -1.541 0.394
```

## Properties
Multiplicity = 1
Total charge = 0
DFT total energy = -1007.5989 Eh
Frontier orbital gap (spin up / spin down) = 0.229 / 0.229 Eh
Relative energy (zero: lowest compared OMol25 entry of this formula, charge and spin) = 84.9 kcal/mol
E_HOMO (spin up / spin down) = -7.30 / -7.30 eV
LUMO level (spin up / spin down) = -1.06 / -1.06 eV
M = 133.24 Da

Record 3
A structure of composition C28H51BN9SZn at a distorted geometry, computed with wB97M-V/def2-TZVPD.

```
91
Properties=species:S:1:pos:R:3:mulliken_charge:R:1
Zn -0.937 -0.941 -0.629 -0.740
C -1.651 -3.927 2.410 -1.353
C -2.460 -2.628 2.535 0.306
C -3.652 -2.649 1.587 -1.448
C -1.520 -1.464 2.427 0.220
C -0.939 -0.920 3.564 -1.018
C 0.002 -0.001 3.132 0.334
C 0.978 0.599 4.105 0.037
C 2.355 -0.015 3.844 -1.472
C 1.031 2.123 4.217 -1.699
N -0.045 0.015 1.783 1.769
N -0.976 -0.881 1.351 -0.804
B 0.746 0.894 0.777 1.348
N -0.266 1.695 -0.115 0.980
N -1.030 1.032 -1.018 -0.073
C -1.631 1.927 -1.808 0.204
C -1.286 3.199 -1.377 -0.882
C -0.419 3.023 -0.307 0.316
C 0.079 4.197 0.486 0.233
C -0.660 4.271 1.826 -1.192
C 1.594 4.289 0.658 -1.592
C -2.486 1.564 -2.983 -0.028
C -3.974 1.835 -2.707 -1.585
C -2.058 2.364 -4.216 -1.658
N 1.629 0.012 -0.165 1.285
N 0.980 -0.819 -1.025 -0.299
C 1.861 -1.338 -1.879 0.141
C 3.117 -0.847 -1.559 -0.612
C 2.949 -0.004 -0.469 0.194
C 4.199 0.525 0.189 0.165
C 4.166 1.857 0.922 -1.529
C 4.753 -0.600 1.079 -1.467
C 1.520 -2.289 -2.979 0.606
C 2.206 -1.860 -4.274 -1.642
C 1.953 -3.706 -2.593 -1.479
H -2.275 -4.777 2.676 0.432
H -0.802 -3.910 3.090 0.396
H -1.283 -4.062 1.394 0.163
H -2.846 -2.578 3.559 0.491
H -3.313 -2.830 0.574 -0.065
H -4.212 -1.720 1.652 0.372
H -4.319 -3.461 1.870 0.528
H -1.168 -1.186 4.575 0.469
H 0.641 0.234 5.082 0.587
H 2.701 0.254 2.854 -0.097
H 2.295 -1.100 3.904 0.405
H 3.078 0.330 4.578 0.490
H 1.395 2.593 3.311 0.198
H 1.697 2.396 5.033 0.516
H 0.043 2.513 4.446 0.413
H 1.422 1.638 1.367 -0.903
H -1.606 4.132 -1.790 0.485
H -0.219 5.073 -0.097 0.586
H -0.615 3.314 2.332 0.018
H -1.705 4.531 1.671 0.400
H -0.207 5.029 2.460 0.388
H 1.933 3.712 1.510 0.138
H 1.884 5.324 0.820 0.524
H 2.094 3.931 -0.237 0.288
H -2.307 0.502 -3.204 0.436
H -4.281 1.517 -1.711 0.464
H -4.596 1.336 -3.448 0.366
H -4.161 2.902 -2.773 0.439
H -2.258 3.424 -4.078 0.319
H -2.610 2.024 -5.088 0.479
H -0.996 2.234 -4.409 0.358
H 4.046 -1.078 -2.041 0.528
H 4.912 0.653 -0.635 0.640
H 3.537 1.832 1.802 0.151
H 3.822 2.647 0.261 0.254
H 5.175 2.105 1.242 0.538
H 4.015 -0.926 1.804 0.232
H 5.635 -0.258 1.614 0.468
H 5.030 -1.462 0.476 0.419
H 0.437 -2.279 -3.139 -0.033
H 3.285 -1.909 -4.164 0.331
H 1.934 -0.842 -4.540 0.356
H 1.920 -2.519 -5.089 0.481
H 2.995 -3.710 -2.285 0.376
H 1.841 -4.375 -3.442 0.422
H 1.347 -4.080 -1.772 0.311
N -3.248 -1.066 -1.256 -0.534
N -3.665 -2.232 -1.903 -0.435
C -2.885 -3.334 -1.945 0.757
N -3.400 -4.434 -2.502 -0.468
S -1.323 -3.360 -1.359 -0.433
H -3.758 -0.916 -0.385 0.235
H -3.387 -0.257 -1.858 0.103
H -4.635 -2.312 -2.191 0.230
H -4.355 -4.498 -2.817 0.188
H -2.805 -5.241 -2.596 0.232
```

## Properties
Multiplicity = 1
Total charge = +1
DFT total energy = -3792.6801 Eh
Frontier orbital gap = 0.323 Eh
E_HOMO = -11.17 eV
LUMO level = -2.37 eV
M = 622.05 Da